DFT (wB97M-V/def2-TZVPD) results for a structure of composition C26H23F5MoN2OS3 at a distorted geometry.

Results
relative energy (zero: lowest compared OMol25 entry of this formula, charge and spin): 85.6 kJ/mol
energy: -80310.742 eV
Kohn-Sham gap (spin up / spin down): 7.05 / 7.05 eV
maximum force: 0.0418 Eh/bohr

Structure (ORCA input):
```
! RIJCOSX wB97M-V def2-TZVPD def2/J DEFGRID3
* xyz 0 1
Mo -0.2068 1.0914 0.1849
C 3.2550 1.2515 -0.4506
C 1.8913 1.8386 -0.6670
N 1.2514 2.4296 0.3427
N 1.8344 2.9506 1.4563
C 1.0688 2.8206 2.4817
S -0.4379 1.9425 2.3422
S 1.4752 3.4891 4.0349
C 3.1954 3.9777 3.7333
C 4.1277 2.8307 3.4318
C 4.1529 1.6914 4.2295
C 5.0230 0.6506 3.9428
C 5.8849 0.7398 2.8576
C 5.8694 1.8759 2.0620
C 4.9907 2.9116 2.3461
C 1.5255 2.2819 -2.0456
C 2.4714 2.6692 -2.9880
C 2.0741 3.1502 -4.2276
C 0.7227 3.2509 -4.5286
C -0.2342 2.8617 -3.6042
C 0.1745 2.3671 -2.3743
O -0.7302 1.9128 -1.4842
H 4.0118 1.9781 -0.7559
H 3.4314 1.0316 0.5996
H 3.3945 0.3534 -1.0517
H 3.2147 4.7114 2.9296
H 3.4811 4.4813 4.6589
H 3.4745 1.6113 5.0706
H 5.0296 -0.2321 4.5693
H 6.5645 -0.0725 2.6345
H 6.5361 1.9533 1.2122
H 4.9602 3.7873 1.7086
H 3.5268 2.6053 -2.7584
H 2.8193 3.4452 -4.9537
H 0.4094 3.6243 -5.4949
H -1.2925 2.9165 -3.8231
F -4.3064 -0.9316 -5.0262
C -3.8538 -0.6930 -3.7987
C -2.4980 -0.5353 -3.5743
F -1.6373 -0.6236 -4.5874
C -2.0493 -0.2860 -2.2925
F -0.7212 -0.1475 -2.1224
C -2.9028 -0.1823 -1.2032
S -2.3598 0.1617 0.4404
C -4.2597 -0.3457 -1.4633
F -5.1454 -0.2566 -0.4720
C -4.7367 -0.5981 -2.7370
F -6.0430 -0.7460 -2.9502
C 2.6949 -2.3485 0.2799
C 1.3547 -1.7596 -0.1652
C 0.2854 -2.8514 -0.1165
C 0.9703 -0.5783 0.7351
H 2.9683 -3.2036 -0.3416
H 2.6290 -2.6931 1.3151
H 3.5011 -1.6156 0.2249
H 1.4633 -1.4181 -1.1994
H 0.2945 -3.3295 0.8668
H 0.4758 -3.6226 -0.8648
H -0.7166 -2.4568 -0.2784
H 1.8488 -0.1431 1.2196
H 0.3324 -0.9396 1.5570
*
```

Here are the natural (NBO) charges for atoms 1 to 8, given in e:
1 Mo 0.9010
2 C -0.6650
3 C 0.2029
4 N -0.2739
5 N -0.3405
6 C -0.0931
7 S 0.0911
8 S 0.3271